# C3H2FMnO4

C3H2FMnO4 as an isolated structure in a non-equilibrium geometry (ωB97M-V/def2-TZVPD, the OMol25 dataset).

The value obtained for the electronic energy is -1666.5354 a.u. For the energy relative to the best compared isomer or geometry (same formula, charge and spin), the calculation gives 0.0 kcal/mol. The calculation puts the strongest force on any atom at 0.090 Eh/bohr. The LUMO energy (spin up / spin down) comes out at -11.9 / -12.1 eV. The gap between HOMO and LUMO (spin up / spin down) is 5.08 / 7.17 eV. Its expectation value of S² is 12.005.

```
! RIJCOSX wB97M-V def2-TZVPD def2/J DEFGRID3
* xyz 2 7
C -3.681 0.874 -0.141
O -4.794 1.040 -0.066
H -2.139 1.555 1.741
C -1.237 3.137 0.246
O -0.157 2.753 1.007
C -0.262 1.941 2.041
O -1.374 1.366 2.331
O 0.756 1.752 2.702
Mn 1.520 0.932 4.116
F -1.806 4.223 0.735
H -1.037 3.163 -0.827
*
```